Here is a molecular structure, C58H56FGeN2O3P3Rb from the OMol25 dataset. Energies are from ωB97M-V/def2-TZVPD.

The HOMO-LUMO gap is 8.4 eV. The energy above the lowest of the compared OMol25 structures with the same formula, charge and spin is 15.2 kJ/mol. Its total energy is -5803.87516 Eh. Its total charge is +1. The calculation puts the LUMO energy at -1.78 eV.

Geometry as XYZ:
```
125
Properties=species:S:1:pos:R:3:forces:R:3:lowdin_charge:R:1
Rb -1.115 1.535 0.110 -0.2 0.2 0.1 0.530
F 0.680 -4.281 -0.836 0.0 0.1 0.0 -0.257
Ge 0.745 -2.567 -0.373 -0.1 0.2 0.0 0.926
C -1.039 -2.110 -1.056 -0.1 -0.1 0.0 -0.271
C -2.002 -2.881 -0.400 0.0 -0.1 0.1 -0.116
C -3.293 -3.019 -0.893 0.0 0.1 0.0 -0.074
C -3.647 -2.347 -2.054 0.0 0.0 0.0 -0.064
C -2.710 -1.560 -2.709 0.0 0.0 0.0 -0.093
C -1.400 -1.447 -2.245 0.2 0.0 0.0 -0.393
P -0.088 -0.525 -3.159 0.0 0.0 0.2 1.107
C 0.733 -1.892 -4.050 0.0 0.0 0.0 -0.388
C 1.833 -1.540 -4.833 0.0 0.0 0.0 -0.102
C 2.510 -2.500 -5.563 0.0 0.0 0.0 -0.080
C 2.111 -3.831 -5.502 0.0 0.0 0.0 -0.077
C 1.026 -4.188 -4.719 0.0 0.0 0.0 -0.069
C 0.333 -3.223 -3.999 0.0 0.0 0.0 -0.091
C -0.948 0.274 -4.557 0.0 0.0 -0.1 -0.386
C -1.483 -0.436 -5.633 0.0 0.0 0.0 -0.085
C -2.084 0.232 -6.687 0.0 0.0 0.0 -0.062
C -2.135 1.622 -6.692 0.0 0.0 0.0 -0.069
C -1.573 2.339 -5.649 0.0 0.0 0.0 -0.075
C -0.978 1.665 -4.591 -0.1 0.0 0.0 -0.134
C 0.969 -2.809 1.565 0.1 -0.1 -0.1 -0.248
C 1.903 -3.828 1.803 0.0 0.0 0.0 -0.106
C 2.203 -4.260 3.082 0.0 0.0 0.0 -0.058
C 1.552 -3.691 4.168 0.0 0.0 0.0 -0.053
C 0.635 -2.680 3.953 0.0 0.0 0.0 -0.108
C 0.344 -2.216 2.666 0.0 0.1 0.0 -0.404
P -0.825 -0.818 2.486 -0.1 -0.2 0.0 1.044
C -2.420 -1.587 2.987 0.0 -0.1 -0.1 -0.346
C -2.542 -2.948 3.260 0.0 0.0 0.1 -0.083
C -3.780 -3.515 3.532 0.0 0.0 0.0 -0.067
C -4.922 -2.732 3.541 0.0 0.0 0.0 -0.073
C -4.822 -1.377 3.252 0.0 0.0 0.0 -0.077
C -3.588 -0.820 2.960 0.0 0.1 0.1 -0.149
C -0.358 0.231 3.929 -0.1 0.1 0.0 -0.358
C 0.982 0.378 4.287 0.0 0.0 0.0 -0.100
C 1.350 1.230 5.318 0.0 0.0 0.0 -0.069
C 0.397 1.974 5.994 -0.1 0.0 0.0 -0.073
C -0.936 1.860 5.626 0.0 0.0 0.0 -0.077
C -1.307 1.000 4.604 0.0 -0.1 0.0 -0.097
C 2.410 -2.046 -1.252 0.0 -0.3 -0.1 -0.296
C 3.069 -3.060 -1.953 0.0 -0.1 0.0 -0.098
C 4.267 -2.811 -2.602 0.0 0.0 0.0 -0.066
C 4.821 -1.541 -2.569 0.0 0.0 0.0 -0.057
C 4.187 -0.534 -1.861 0.0 0.0 0.0 -0.065
C 2.993 -0.783 -1.190 0.1 0.2 0.0 -0.413
P 2.225 0.464 -0.107 -0.1 0.0 0.0 1.053
C 3.314 0.374 1.359 0.0 0.0 0.0 -0.370
C 4.012 -0.789 1.675 0.0 0.0 0.0 -0.076
C 4.765 -0.864 2.839 0.0 0.0 0.0 -0.063
C 4.851 0.230 3.687 0.0 0.0 0.0 -0.074
C 4.152 1.391 3.383 0.0 0.0 0.0 -0.095
C 3.369 1.451 2.244 0.0 0.0 0.0 -0.122
C 2.721 2.047 -0.887 0.0 0.0 0.0 -0.382
C 1.825 2.649 -1.768 0.0 0.0 0.0 -0.129
C 2.147 3.828 -2.421 0.0 0.0 0.0 -0.072
C 3.369 4.440 -2.184 0.0 0.0 0.0 -0.073
C 4.266 3.862 -1.296 0.0 0.0 0.0 -0.069
C 3.948 2.672 -0.656 0.0 0.0 0.0 -0.109
H -1.733 -3.425 0.499 0.0 0.0 0.0 0.099
H -4.008 -3.645 -0.374 0.0 0.0 0.0 0.118
H -4.647 -2.440 -2.458 0.0 0.0 0.0 0.118
H -3.000 -1.049 -3.615 0.0 0.0 -0.1 0.098
H 2.161 -0.507 -4.874 0.0 0.0 0.0 0.112
H 3.358 -2.213 -6.172 0.0 0.0 0.0 0.109
H 2.645 -4.583 -6.068 0.0 0.0 0.0 0.106
H 0.708 -5.222 -4.665 0.0 0.0 0.0 0.111
H -0.514 -3.524 -3.397 0.0 0.0 0.0 0.105
H -1.411 -1.518 -5.655 0.0 0.0 0.0 0.113
H -2.499 -0.330 -7.513 0.0 0.0 0.0 0.110
H -2.598 2.143 -7.520 0.0 0.0 0.0 0.108
H -1.586 3.421 -5.664 0.0 0.0 0.0 0.108
H -0.520 2.229 -3.786 0.0 0.0 0.0 0.076
H 2.399 -4.308 0.967 0.0 0.0 0.0 0.102
H 2.931 -5.047 3.231 0.0 0.0 0.0 0.111
H 1.759 -4.032 5.174 0.0 0.0 0.0 0.112
H 0.135 -2.230 4.802 0.0 0.0 0.0 0.119
H -1.666 -3.582 3.264 0.0 0.0 0.0 0.099
H -3.846 -4.574 3.743 0.0 0.0 0.0 0.110
H -5.886 -3.171 3.764 0.0 0.0 0.0 0.108
H -5.708 -0.755 3.250 0.0 0.0 0.0 0.110
H -3.544 0.224 2.674 0.1 0.0 0.2 0.074
H 1.753 -0.183 3.775 0.0 0.0 0.0 0.093
H 2.393 1.305 5.595 0.0 0.0 0.0 0.100
H 0.686 2.634 6.800 0.0 0.0 0.0 0.107
H -1.697 2.430 6.144 0.0 0.0 0.0 0.108
H -2.358 0.917 4.369 0.0 -0.1 -0.1 0.085
H 2.629 -4.047 -2.010 0.0 0.0 0.0 0.101
H 4.759 -3.607 -3.146 0.0 0.0 0.0 0.113
H 5.749 -1.335 -3.087 0.0 0.0 0.0 0.111
H 4.631 0.451 -1.824 0.0 0.0 0.0 0.100
H 3.979 -1.643 1.010 0.0 0.0 0.0 0.101
H 5.298 -1.776 3.072 0.0 0.0 0.0 0.109
H 5.458 0.179 4.582 0.0 0.0 0.0 0.109
H 4.206 2.247 4.043 0.0 0.0 0.0 0.110
H 2.789 2.346 2.050 0.0 0.0 0.0 0.099
H 0.864 2.184 -1.965 0.1 -0.1 0.0 0.031
H 1.442 4.273 -3.111 0.0 0.0 0.0 0.108
H 3.625 5.362 -2.689 0.0 0.0 0.0 0.109
H 5.224 4.330 -1.109 0.0 0.0 0.0 0.111
H 4.663 2.226 0.023 0.0 0.0 0.0 0.111
N -4.273 3.029 0.078 0.0 -0.1 0.0 -0.010
C -4.678 3.237 1.468 0.0 0.0 0.1 -0.272
C -3.998 4.449 2.097 -0.1 0.0 0.0 -0.193
C -2.496 4.341 2.318 0.0 0.0 0.1 -0.277
N -1.739 4.383 1.064 0.1 0.0 0.0 -0.051
H -4.498 3.850 -0.472 0.0 0.0 0.0 0.080
H -4.778 2.252 -0.332 0.0 0.0 0.1 0.039
H -4.404 2.342 2.041 0.0 0.0 0.0 0.096
H -5.764 3.353 1.582 0.0 0.0 0.0 0.112
H -4.470 4.641 3.065 0.0 0.0 0.0 0.114
H -4.213 5.340 1.492 0.0 0.0 0.0 0.115
H -2.267 3.393 2.819 0.0 0.0 0.0 0.098
H -2.191 5.132 3.015 0.0 0.0 0.0 0.114
H -0.751 4.461 1.266 0.2 0.1 0.1 0.019
H -1.988 5.220 0.549 0.0 0.0 -0.1 0.076
O 1.432 4.524 0.967 0.1 0.1 0.0 -0.050
H 2.351 4.236 0.897 0.0 -0.1 -0.1 0.023
H 1.458 5.438 0.663 0.0 0.0 0.0 0.059
O -3.742 0.004 0.201 -0.1 0.2 -0.3 -0.122
H -4.500 -0.093 0.786 0.0 0.0 0.0 0.043
H -3.589 -0.896 -0.122 0.1 0.0 0.0 0.012
O -3.961 1.878 -2.725 0.1 -0.1 0.0 0.093
C -2.989 1.638 -2.210 -0.3 0.1 -0.3 -0.070
```
Positions in Å, forces in eV/Å.